{"formula": "C10H13NPYb", "method": "ωB97M-V with the def2-TZVPD basis set", "energy_ev": -52882.1495, "max_force_ev_per_a": 4.243, "gap_ev": [4.13, 4.31], "spin_multiplicity": 2, "lumo_energy_ev": [-1.182, -1.054], "s_squared": 0.75, "species": ["C", "C", "C", "C", "C", "Yb", "P", "H", "H", "H", "H", "H", "H", "H", "H", "C", "C", "C", "N", "C", "C", "H", "H", "H", "H", "H"], "positions_angstrom": [[1.62, -2.93, 0.92], [0.90, -2.93, 2.15], [-0.50, -2.98, 1.83], [-0.62, -3.18, 0.41], [0.68, -3.09, -0.15], [1.39, 1.30, 0.04], [3.69, 0.77, -1.51], [2.68, -2.88, 0.80], [1.32, -2.80, 3.13], [-1.31, -2.88, 2.53], [0.94, -3.18, -1.19], [-1.56, -3.27, -0.12], [3.95, 0.27, -2.85], [4.90, 0.58, -0.72], [3.64, 2.24, -1.66], [-2.85, 3.08, -0.44], [-3.12, 1.78, 0.04], [-2.07, 0.85, 0.14], [-0.76, 1.14, -0.16], [-0.55, 2.40, -0.63], [-1.55, 3.39, -0.77], [-3.63, 3.84, -0.55], [-4.18, 1.53, 0.32], [-2.26, -0.15, 0.54], [0.47, 2.72, -0.95], [-1.22, 4.37, -1.15]], "nbo_charge": [-0.390, -0.357, -0.364, -0.365, -0.381, 0.933, -0.133, 0.184, 0.189, 0.185, 0.185, 0.184, 0.078, 0.072, 0.037, -0.144, -0.229, 0.077, -0.573, -0.089, -0.215, 0.237, 0.248, 0.253, 0.137, 0.241]}